Here is 6 unconnected molecules or ions with the total composition C39H38BN3O22 at a distorted geometry from the OMol25 dataset. Energies are from wB97M-V/def2-TZVPD.

Element x y z (Å)
C -0.745 0.661 3.900
C -1.153 -0.582 3.685
C -0.518 -1.537 2.690
B -0.849 -0.947 1.259
N -1.921 -1.462 0.420
O -0.144 0.128 0.772
C -0.878 -3.031 2.903
C 0.527 -3.628 2.859
C 0.713 -5.114 3.066
C 2.174 -5.561 3.209
C 3.173 -4.708 2.426
N 4.431 -5.417 2.136
N 1.294 -2.727 3.747
C 1.012 -1.482 3.044
O 1.818 -0.632 2.773
H 0.040 1.104 3.313
H -1.170 1.273 4.673
H -2.004 -0.922 4.257
H -1.715 -1.197 -0.536
H -1.965 -2.471 0.425
H -0.689 0.583 0.126
H -1.358 -3.034 3.877
H -1.543 -3.472 2.173
H 0.863 -3.415 1.844
H 0.313 -5.604 2.182
H 0.108 -5.449 3.902
H 2.308 -6.576 2.864
H 2.426 -5.491 4.262
H 3.405 -3.859 3.044
H 2.744 -4.316 1.508
H 4.545 -5.472 1.134
H 5.191 -4.828 2.440
H 0.728 -2.683 4.594
C -6.081 0.769 1.978
C -4.997 0.577 1.211
C -5.101 0.420 -0.283
O -4.067 0.280 -0.917
C -6.419 0.447 -0.889
C -7.501 0.632 -0.120
C -7.397 0.820 1.369
O -8.426 1.001 1.990
O -8.732 0.667 -0.607
O -3.770 0.515 1.702
H -6.018 0.888 3.050
H -6.485 0.316 -1.960
H -9.319 0.817 0.158
H -3.181 0.351 0.939
C 4.486 -3.617 7.960
C 4.395 -3.393 6.642
C 5.369 -4.004 5.670
O 5.218 -3.762 4.487
C 6.435 -4.842 6.189
C 6.523 -5.063 7.507
C 5.542 -4.469 8.479
O 5.681 -4.733 9.658
O 7.471 -5.813 8.051
O 3.446 -2.632 6.111
H 3.793 -3.188 8.670
H 7.133 -5.264 5.481
H 7.300 -5.807 9.012
H 3.571 -2.638 5.141
C 7.689 -2.601 0.039
C 8.350 -1.614 -0.580
C 8.646 -0.306 0.102
O 9.268 0.531 -0.524
C 8.174 -0.114 1.462
C 7.509 -1.100 2.079
C 7.237 -2.414 1.407
O 6.644 -3.254 2.055
O 7.043 -1.001 3.316
O 8.791 -1.711 -1.826
H 7.473 -3.545 -0.439
H 8.377 0.835 1.937
H 6.602 -1.853 3.508
H 9.232 -0.863 -2.021
C -4.464 3.681 -4.836
C -4.134 2.714 -3.967
C -3.183 1.612 -4.329
O -2.937 0.796 -3.464
C -2.628 1.588 -5.673
C -2.959 2.551 -6.542
C -3.894 3.667 -6.168
O -4.130 4.511 -7.014
O -2.493 2.594 -7.784
O -4.607 2.646 -2.734
H -5.147 4.481 -4.587
H -1.956 0.781 -5.928
H -2.881 3.389 -8.195
H -4.198 1.848 -2.333
C -3.833 8.560 -9.788
C -4.365 7.739 -8.869
C -5.689 8.039 -8.215
O -6.122 7.245 -7.404
C -6.378 9.266 -8.584
C -5.840 10.083 -9.499
C -4.532 9.772 -10.170
O -4.121 10.559 -11.003
O -6.413 11.217 -9.881
O -3.776 6.621 -8.479
H -2.886 8.356 -10.266
H -7.318 9.481 -8.098
H -5.816 11.605 -10.549
H -4.364 6.201 -7.809

Gap between HOMO and LUMO (eV): 7.12
Highest occupied orbital energy (eV): -8.87
DFT total energy (a.u.): -3353.3809
M (g/mol): 911.54

***

Here is a molecular structure, C39H38N7O8PSY at a distorted geometry from the OMol25 dataset. Energies are from wB97M-V/def2-TZVPD.

Element x y z (Å)
Y -0.409 0.569 -1.443
C -3.358 3.650 -2.783
O -2.591 3.226 -1.678
C -3.337 2.846 -0.540
C -4.526 3.674 -0.263
C -4.867 4.074 0.981
C -4.061 3.768 2.103
C -2.887 3.107 1.879
C -2.463 2.679 0.609
N -1.171 2.192 0.417
N -0.425 2.309 1.447
C 0.963 2.197 1.396
C 1.750 2.074 0.241
O 1.230 1.888 -0.943
C 3.171 2.153 0.351
C 3.778 2.331 1.551
C 3.009 2.473 2.740
C 3.633 2.660 3.992
C 2.900 2.802 5.134
C 1.496 2.757 5.058
C 0.866 2.571 3.860
C 1.602 2.426 2.659
H -3.741 4.668 -2.625
H -4.182 2.970 -2.995
H -2.693 3.652 -3.643
H -5.189 3.861 -1.095
H -5.781 4.639 1.114
H -4.350 4.080 3.096
H -2.216 2.908 2.702
H 3.738 2.019 -0.559
H 4.857 2.352 1.623
H 4.715 2.689 4.024
H 3.390 2.946 6.089
H 0.907 2.863 5.958
H -0.208 2.524 3.809
N 0.041 2.477 -3.158
N -0.370 2.455 -4.488
C -0.948 1.318 -4.978
N -1.734 1.507 -6.055
N -0.624 0.209 -4.349
N -1.352 -0.933 -4.658
O -1.835 -1.102 -5.772
O -1.411 -1.749 -3.775
H -0.526 3.131 -2.616
H 1.032 2.668 -3.051
H -0.602 3.334 -4.934
H -2.203 2.395 -6.134
H -2.190 0.678 -6.422
C 0.989 -4.559 2.041
C 1.209 -3.296 2.814
C 1.518 -3.391 4.166
C 1.801 -2.272 4.936
C 1.789 -1.018 4.353
C 1.466 -0.910 3.009
C 1.166 -2.020 2.233
P 0.797 -1.671 0.474
C -0.548 -2.883 0.130
C -1.667 -2.604 0.919
C -2.835 -3.324 0.811
C -2.917 -4.341 -0.127
C -1.821 -4.625 -0.913
C -0.622 -3.923 -0.800
C 0.506 -4.392 -1.669
C 2.386 -1.986 -0.329
C 3.494 -2.481 0.356
C 4.757 -2.414 -0.202
C 4.910 -1.824 -1.453
C 3.817 -1.348 -2.145
C 2.517 -1.432 -1.621
C 1.342 -0.961 -2.334
H 1.408 -5.400 2.591
H 1.472 -4.518 1.065
H -0.068 -4.754 1.861
H 1.551 -4.373 4.622
H 2.038 -2.390 5.985
H 2.016 -0.126 4.918
H 1.445 0.066 2.542
H -1.628 -1.777 1.618
H -3.686 -3.066 1.423
H -3.833 -4.901 -0.253
H -1.878 -5.422 -1.644
H 0.600 -5.476 -1.590
H 1.461 -3.953 -1.407
H 0.311 -4.158 -2.715
H 3.374 -2.883 1.354
H 5.613 -2.785 0.345
H 5.895 -1.742 -1.895
H 3.946 -0.913 -3.128
H 0.646 -1.783 -2.514
H 1.595 -0.527 -3.307
O -4.087 1.473 -0.998
S -3.459 0.263 -1.722
O -4.505 -0.678 -1.957
O -2.379 -0.265 -0.819
O -2.732 0.775 -2.900

Charge: -1
Gap between HOMO and LUMO (eV): 5.69
Highest occupied orbital energy (eV): -3.75
DFT total energy (a.u.): -3272.1148
M (g/mol): 884.72

***

Here is a molecular structure, C39H39AsBr2KN4O3 at a distorted geometry from the OMol25 dataset. Energies are from wB97M-V/def2-TZVPD.

Element x y z (Å)
K -3.941 4.574 19.632
C -0.382 2.670 17.866
C -1.895 2.604 17.806
C -2.599 3.316 16.861
C -3.983 3.321 16.922
C -4.729 4.175 15.883
C -4.650 2.558 17.844
C -3.924 1.774 18.747
C -4.630 0.988 19.769
C -2.556 1.771 18.685
H -0.032 2.692 18.899
H -0.080 3.561 17.348
H 0.107 1.781 17.412
H -2.034 3.840 16.040
H -4.434 5.248 15.964
H -5.833 4.223 16.012
H -4.511 3.894 14.864
H -5.760 2.512 17.926
H -4.985 1.597 20.551
H -4.027 0.204 20.208
H -5.504 0.496 19.346
H -1.905 1.306 19.402
C -6.627 8.971 21.413
O -5.309 8.415 21.207
C -5.007 7.196 21.484
O -3.947 6.728 21.109
N -5.967 6.464 22.213
N -5.706 5.121 22.332
H -6.665 9.775 20.682
H -6.739 9.295 22.442
H -7.363 8.183 21.204
H -6.550 6.949 22.891
H -6.439 4.511 22.010
H -5.262 4.805 23.223
Br 0.796 10.105 18.369
C -0.173 8.514 18.569
C -1.313 8.297 17.801
C -2.006 7.092 17.925
N -1.744 6.145 18.864
C -0.670 6.357 19.624
C 0.119 7.543 19.474
C -0.460 5.252 20.686
C 0.749 5.142 21.376
C 0.875 4.119 22.319
Br 2.496 4.036 23.276
C -0.188 3.230 22.536
C -1.308 3.427 21.741
N -1.450 4.384 20.858
H -1.660 8.913 17.001
H -2.888 7.031 17.369
H 0.994 7.682 20.160
H 1.516 5.777 21.055
H -0.159 2.451 23.288
H -2.192 2.706 21.809
O -6.765 4.709 19.587
As -8.248 5.176 19.036
C -9.602 5.283 20.438
C -10.927 4.942 20.252
C -11.617 4.528 21.383
C -11.043 4.627 22.659
C -9.804 5.215 22.791
C -9.053 5.480 21.705
C -8.935 3.873 17.789
C -9.341 2.647 18.324
C -9.453 1.502 17.533
C -9.221 1.585 16.161
C -8.921 2.796 15.610
C -8.788 3.946 16.427
C -8.068 6.864 18.146
C -6.773 7.436 18.084
C -6.630 8.709 17.609
C -7.714 9.419 17.124
C -8.953 8.911 17.190
C -9.105 7.611 17.696
H -11.352 4.917 19.236
H -12.614 4.197 21.240
H -11.641 4.377 23.540
H -9.340 5.396 23.746
H -8.077 5.900 21.772
H -9.403 2.555 19.387
H -9.589 0.571 18.030
H -9.320 0.659 15.613
H -8.758 2.883 14.534
H -8.525 4.901 15.981
H -5.925 6.840 18.396
H -5.626 9.173 17.715
H -7.637 10.471 16.729
H -9.876 9.413 16.922
H -10.110 7.235 17.661

Charge: +1
Gap between HOMO and LUMO (eV): 9.00
Highest occupied orbital energy (eV): -11.20
DFT total energy (a.u.): -9937.8377
M (g/mol): 885.59

***

Here is a molecular structure, C39H39CrF3GeO3 from the OMol25 dataset. Energies are from wB97M-V/def2-TZVPD.

Element x y z (Å)
Cr 1.119 1.341 0.387
F 0.742 1.872 9.925
C 0.235 2.744 9.014
F -1.081 2.835 9.331
F 0.771 3.944 9.318
C 0.474 2.331 7.609
C 1.218 3.114 6.730
C 1.432 2.702 5.431
C 0.911 1.486 4.941
C 0.156 0.714 5.850
C -0.055 1.124 7.148
C 1.151 1.073 3.614
C 1.399 0.769 2.446
H 1.631 4.059 7.060
H 2.005 3.319 4.751
H -0.264 -0.221 5.501
H -0.644 0.502 7.813
O 3.255 0.799 -0.374
C 2.790 -0.330 -0.592
O 1.544 -0.571 -0.570
C 3.648 -1.534 -0.931
C 3.300 -1.985 -2.347
Ge 1.396 -2.370 -2.713
C 0.438 -0.771 -3.276
C 0.860 -0.109 -4.430
C 0.259 1.072 -4.840
C -0.776 1.613 -4.088
C -1.195 0.975 -2.929
C -0.592 -0.209 -2.527
C 0.376 -3.525 -1.476
C 0.044 -3.166 -0.164
C -0.704 -4.017 0.638
C -1.138 -5.243 0.155
C -0.823 -5.614 -1.144
C -0.078 -4.760 -1.947
C 1.489 -3.501 -4.359
C 0.664 -3.277 -5.460
C 0.735 -4.080 -6.593
C 1.641 -5.131 -6.647
C 2.470 -5.377 -5.560
C 2.388 -4.569 -4.434
H 3.404 -2.328 -0.219
H 4.705 -1.291 -0.819
H 3.879 -2.864 -2.637
H 3.569 -1.196 -3.059
H 1.678 -0.511 -5.024
H 0.611 1.579 -5.732
H -1.230 2.552 -4.383
H -1.948 1.420 -2.293
H -0.892 -0.646 -1.583
H 0.376 -2.216 0.228
H -0.948 -3.704 1.646
H -1.722 -5.903 0.786
H -1.160 -6.565 -1.541
H 0.142 -5.072 -2.961
H -0.049 -2.460 -5.436
H 0.079 -3.880 -7.432
H 1.701 -5.755 -7.531
H 3.177 -6.198 -5.588
H 3.038 -4.791 -3.595
C -4.218 2.376 -0.712
C -3.670 1.346 0.289
C -4.176 1.703 1.694
C -4.194 -0.048 -0.093
C -2.199 1.349 0.271
C -0.978 1.305 0.292
H -5.310 2.433 -0.652
H -3.940 2.099 -1.731
H -3.798 3.362 -0.507
H -5.271 1.689 1.727
H -3.827 2.696 1.981
H -3.787 0.993 2.425
H -5.289 -0.066 -0.086
H -3.822 -0.795 0.610
H -3.842 -0.323 -1.089
C 1.538 4.963 1.992
C 0.597 4.087 1.160
C -0.344 4.939 0.304
O 1.332 3.234 0.360
H 0.996 5.621 2.682
H 2.152 5.579 1.327
H 2.206 4.317 2.565
H -0.038 3.524 1.867
H 0.242 5.561 -0.381
H -0.987 5.591 0.908
H -0.971 4.270 -0.288

Charge: -2
2S+1: 5
Gap between HOMO and LUMO (alpha / beta) (eV): 3.91 / 6.46
Highest occupied orbital energy (alpha / beta) (eV): 0.08 / -2.47
<S²>: 6.024
DFT total energy (a.u.): -5156.2288
M (g/mol): 737.34

***

Question: M of number 2 (C39H38N7O8PSY)?
Answer: 884.72 g/mol

***

Question: Among the records above, which one has the lowest DFT total energy?
Answer: C39H39AsBr2KN4O3

***

Question: Among the records above, which one has the highest DFT total energy?
Answer: C39H38N7O8PSY